Formula: C32H27BrIN5O10SV
Source: the OMol25 dataset
Level of theory: ωB97M-V/def2-TZVPD

XYZ file:
```
78
Properties=species:S:1:pos:R:3:mulliken_charge:R:1
V -1.02439 0.79689 0.54556 0.709
C -4.17794 -2.50212 0.75586 -1.094
C -4.81200 -1.11150 0.78804 0.448
N -6.06200 -0.92212 0.38755 -0.789
C -6.48396 0.31753 0.15457 -0.814
C -5.83837 1.43511 0.54737 0.517
C -6.51790 2.76571 0.46404 -0.752
O -6.15567 3.57993 1.55878 -0.471
C -4.44738 1.26874 0.79813 0.263
C -3.55192 2.34776 0.91216 -0.538
N -2.33994 2.23374 1.41690 0.179
C -1.73206 3.33047 2.06206 0.684
C -2.33325 4.65704 2.02497 -0.559
C -1.80197 5.70839 2.74524 -0.539
C -0.66469 5.45469 3.57785 -0.582
C -0.21251 4.17765 3.82094 -0.421
C -0.76856 3.10251 3.08500 -0.108
I -0.74455 1.02787 3.64481 0.043
C -3.86296 -0.04333 0.86664 0.650
O -2.61324 -0.35801 1.10139 -0.715
H -4.89091 -3.26080 0.47064 0.423
H -3.56232 -2.71388 1.62779 0.265
H -3.47997 -2.53089 -0.07415 0.060
H -7.43368 0.33863 -0.32102 0.402
H -7.64238 2.61344 0.47195 0.334
H -6.43742 3.18761 -0.55072 0.297
H -6.50705 4.45926 1.50103 0.283
H -3.90158 3.33086 0.56089 0.264
H -3.10891 4.79673 1.28321 0.169
H -2.29613 6.68582 2.65781 0.331
H -0.28097 6.30930 4.13508 0.318
H 0.68752 3.98038 4.41465 0.356
C -1.36592 -3.29791 -3.88813 -1.113
O -0.43673 -3.25439 -2.82573 -0.197
C 0.87772 -3.27506 -3.11450 0.838
C 1.38220 -3.68246 -4.39648 -0.820
C 2.74519 -3.72887 -4.49824 0.133
Br 3.59701 -4.31610 -6.08307 -0.295
C 3.68362 -3.56044 -3.45493 -1.095
C 3.16472 -3.13387 -2.19254 0.455
C 1.76521 -2.92767 -2.02710 0.674
O 1.18839 -2.55421 -0.86909 -0.659
C 4.04485 -2.98348 -1.01420 0.243
N 5.08251 -3.77700 -0.75384 -0.795
C 5.56584 -3.45774 0.48832 -0.014
C 6.64630 -3.97911 1.18087 -0.721
C 7.02524 -3.28570 2.32181 -0.460
C 6.16758 -2.33388 2.86948 -0.333
C 5.05349 -1.84477 2.22472 -0.596
C 4.79001 -2.37296 0.99529 0.773
N 3.80245 -2.10387 0.07006 0.344
H -1.21962 -4.12524 -4.65448 0.260
H -1.39961 -2.30475 -4.32762 0.525
H -2.34261 -3.34881 -3.42043 0.312
H 0.64199 -3.76254 -5.21091 0.297
H 4.73114 -3.79263 -3.62506 0.458
H 0.54537 -1.80945 -1.02383 0.210
H 7.24274 -4.79502 0.79819 0.435
H 7.98099 -3.62520 2.77890 0.300
H 6.31289 -1.96110 3.90582 0.297
H 4.42564 -1.06837 2.64156 0.493
H 2.97486 -1.43937 0.18709 0.143
O -1.44584 -0.33356 -3.06740 -0.633
S -0.71855 0.38936 -2.08051 0.921
O 0.54608 0.98655 -2.50462 -0.731
O -0.44487 -0.62880 -0.87650 -0.204
O -1.54660 1.43167 -1.30226 -0.389
O 2.01901 -0.05946 0.96305 -1.093
C 1.95952 1.08680 0.47353 -0.009
C 3.11006 1.93542 -0.05774 -0.593
C 2.39900 3.20445 -0.49048 -0.744
C 0.95830 3.06851 -0.03436 -0.013
O 0.15841 3.97986 -0.12719 -0.614
N 0.77792 1.73918 0.33600 1.114
H 3.52257 1.39806 -0.88618 0.258
H 3.78554 1.93962 0.73097 0.439
H 2.41512 3.20926 -1.56648 0.266
H 2.82993 4.09165 -0.02677 0.324
```

2S+1 = 4
Energy relative to the best compared isomer or geometry (same formula, charge and spin) = 0.0000 eV
Total charge = -2
Frontier orbital gap (alpha / beta) = 4.339 / 6.362 eV

***

Formula: C32H27F10N3PtSe
Source: the OMol25 dataset
Level of theory: ωB97M-V/def2-TZVPD

XYZ file:
```
74
Properties=species:S:1:pos:R:3:mulliken_charge:R:1
Pt -0.08512 0.27460 -1.05601 1.246
C 0.19658 2.82600 -3.27631 -1.283
N -0.03052 2.58760 -1.86431 0.824
C -1.30712 3.10930 -1.41311 -1.295
C -2.45572 2.19950 -1.84331 -0.674
N -2.35182 0.90760 -1.20801 0.092
C -3.30382 0.03230 -1.45141 -0.088
C -4.39452 0.13140 -2.37801 0.327
F -4.60872 1.25980 -3.13111 -0.379
C -5.31032 -0.87760 -2.57991 0.115
F -6.31132 -0.68200 -3.48171 -0.347
C -5.23022 -2.08260 -1.89791 0.564
F -6.14362 -3.07430 -2.11341 -0.361
C -4.20362 -2.22740 -0.95831 -0.031
F -4.12202 -3.37600 -0.24651 -0.365
C -3.32342 -1.20420 -0.72441 0.177
F -2.42212 -1.35330 0.26559 -0.446
C 1.08728 3.09870 -1.09181 -1.305
C 2.37398 2.28000 -1.32341 -0.763
N 2.05878 0.99120 -1.88381 0.321
C 3.01058 0.12470 -2.13391 -0.438
C 2.70118 -0.99880 -2.97361 0.069
F 1.47708 -1.01630 -3.55171 -0.425
C 3.59428 -1.98320 -3.29931 0.246
F 3.23138 -2.99420 -4.12481 -0.368
C 4.91328 -1.92590 -2.84321 0.526
F 5.82368 -2.88630 -3.18291 -0.363
C 5.29038 -0.82790 -2.07891 0.188
F 6.58418 -0.70420 -1.67971 -0.346
C 4.38588 0.14590 -1.72891 0.355
F 4.88398 1.17940 -0.98221 -0.366
H 0.33978 3.90390 -3.48611 0.305
H -0.64322 2.46900 -3.86911 0.252
H 1.08438 2.27600 -3.58091 0.202
H -1.49512 4.13170 -1.79861 0.420
H -1.29472 3.14480 -0.32011 0.303
H -2.45022 2.10810 -2.93991 0.379
H -3.40242 2.68740 -1.55731 0.526
H 0.82538 3.01920 -0.03291 0.111
H 1.27948 4.16770 -1.31881 0.356
H 2.88888 2.19870 -0.35761 0.419
H 3.04988 2.81890 -2.01201 0.567
C -0.10642 0.75820 7.61099 -1.455
C -0.01582 0.59840 6.11789 0.840
C 1.15538 0.15980 5.51499 -0.990
C 1.28678 0.11390 4.13809 0.583
C 2.55998 -0.37570 3.51949 -1.429
C 0.22608 0.55020 3.32639 0.268
Se 0.61158 0.92520 1.49079 -0.462
C -1.00322 0.87050 3.92119 0.815
C -2.20232 1.19560 3.08399 -1.359
C -1.09942 0.90060 5.30259 -0.820
H 0.83718 0.48280 8.08119 0.325
H -0.90102 0.13510 8.02559 0.317
H -0.32902 1.79680 7.86749 0.297
H 1.99828 -0.12870 6.13519 0.206
H 3.22738 -0.79160 4.27359 0.392
H 3.06708 0.43590 2.99819 0.287
H 2.33748 -1.13890 2.77449 0.100
H -2.10712 0.73460 2.10369 -0.004
H -2.28892 2.27400 2.94519 0.276
H -3.11412 0.83500 3.55909 0.429
H -2.03792 1.19650 5.76169 0.317
C 0.22368 -4.55390 -1.52191 -0.509
C 1.03448 -3.91680 -0.59861 -0.523
C 0.94408 -2.54760 -0.40481 -0.205
C 0.05018 -1.77300 -1.13861 0.004
C -0.75162 -2.43690 -2.07011 -0.033
C -0.67632 -3.80560 -2.25831 -0.653
H 0.31408 -5.62470 -1.68181 0.316
H 1.75088 -4.49960 -0.03151 0.356
H 1.59028 -2.07610 0.32649 0.249
H -1.45312 -1.86950 -2.67321 0.424
H -1.31882 -4.28340 -2.98971 0.390
```

2S+1 = 1
Total charge = -2
Frontier orbital gap = 5.167 eV